The following is a DFT calculation (wB97M-V/def2-TZVPD) of a 2-piece molecular cluster, C6H11NO overall in a non-equilibrium geometry.

**Spin multiplicity**: 1
**E_tot**: -9937.4659 eV
**Structure (SMILES)**: Cc1c[nH]cc1C.O
**LUMO**: 0.82 eV
**Frontier orbital gap**: 0.328 Ha
**HOMO**: -8.1 eV
**Energy above the lowest of the compared OMol25 structures with the same formula, charge and spin**: 95.4 kJ/mol

```
19
Properties=species:S:1:pos:R:3:mulliken_charge:R:1
C 0.14 -1.09 -2.80 -1.333
C -0.62 -0.78 -1.54 0.684
C -1.97 -0.81 -1.43 -0.763
N -2.30 -0.40 -0.16 -0.103
C -1.13 -0.19 0.54 -0.837
C -0.05 -0.42 -0.26 0.610
C 1.42 -0.63 -0.02 -1.226
H 0.63 -2.06 -2.84 0.288
H 0.90 -0.32 -2.97 0.311
H -0.53 -0.96 -3.65 0.377
H -2.69 -1.17 -2.14 0.378
H -3.08 -0.76 0.33 0.262
H -1.24 0.05 1.59 0.415
H 1.61 -1.60 -0.48 0.283
H 1.99 0.20 -0.43 0.283
H 1.79 -0.68 0.99 0.371
O 2.00 3.70 5.26 -0.642
H 1.22 4.05 5.69 0.320
H 1.93 3.91 4.32 0.321
```

---

The following is a DFT calculation (wB97M-V/def2-TZVPD) of C35H35BrCl2CuO4S4 as an isolated structure.

**Spin multiplicity**: 2
**E_tot**: -228124.7420 eV
**Net charge**: -2
**LUMO (spin up / spin down)**: 3.97 / 3.97 eV
**Frontier orbital gap (spin up / spin down)**: 0.227 / 0.224 Ha
**HOMO (spin up / spin down)**: -2.2 / -2.1 eV
**Energy above the lowest of the compared OMol25 structures with the same formula, charge and spin**: 12.6 kJ/mol

```
82
Properties=species:S:1:pos:R:3:mulliken_spin:R:1
Cu -1.32 0.44 -0.75 0.663
O -5.37 0.83 -0.54 0.004
C -4.28 0.40 -0.94 0.005
O -3.21 0.47 -0.26 0.095
C -4.27 -0.28 -2.31 -0.004
C -5.48 -0.23 -3.00 0.002
C -5.68 -0.83 -4.23 -0.002
C -4.62 -1.52 -4.81 0.001
C -3.41 -1.58 -4.15 0.006
C -3.19 -0.97 -2.90 -0.030
S -1.55 -1.18 -2.28 0.169
H -6.28 0.30 -2.51 0.000
H -6.64 -0.76 -4.73 0.000
H -4.73 -2.01 -5.77 0.000
H -2.57 -2.11 -4.60 -0.006
C 4.36 -4.54 -1.90 0.000
C 4.32 -4.10 -0.43 0.000
C 4.20 -5.35 0.44 0.000
C 5.65 -3.41 -0.08 0.000
C 3.17 -3.12 -0.21 0.003
C 3.12 -1.93 -0.92 -0.001
C 2.08 -1.04 -0.73 0.011
Br 2.10 0.59 -1.70 0.000
C 1.02 -1.25 0.18 -0.028
O 0.11 -0.36 0.40 0.055
C 1.06 -2.49 0.89 0.017
C 2.12 -3.36 0.69 -0.001
C -0.03 -2.80 1.92 -0.002
C -1.45 -2.60 1.35 -0.006
C 0.04 -4.25 2.42 0.001
C 0.17 -1.86 3.12 0.002
H 5.20 -5.23 -2.07 0.000
H 4.48 -3.68 -2.56 0.000
H 3.43 -5.04 -2.17 0.000
H 5.05 -6.01 0.25 0.000
H 3.28 -5.90 0.22 0.000
H 4.20 -5.10 1.50 0.000
H 6.50 -4.09 -0.24 0.000
H 5.66 -3.10 0.97 0.000
H 5.81 -2.52 -0.69 0.000
H 3.89 -1.68 -1.64 0.000
H 2.13 -4.29 1.24 0.000
H -1.57 -3.11 0.39 0.000
H -1.69 -1.55 1.19 0.003
H -2.18 -3.01 2.06 -0.001
H -0.02 -4.96 1.59 0.000
H -0.79 -4.43 3.10 0.000
H 0.96 -4.45 2.98 0.000
H 0.11 -0.82 2.79 -0.001
H 1.14 -2.03 3.59 0.000
H -0.62 -2.02 3.87 0.000
O -0.91 2.32 -0.75 0.047
C -0.56 3.51 -0.23 -0.006
C 0.72 3.40 0.63 0.004
C 1.01 2.37 1.47 -0.004
C 2.27 2.52 2.12 0.000
C 2.92 3.66 1.75 0.000
S 2.00 4.55 0.60 0.000
C -0.29 4.48 -1.40 0.010
C 0.12 4.08 -2.64 -0.002
C 0.34 5.16 -3.53 -0.001
C 0.09 6.37 -2.95 0.000
S -0.43 6.19 -1.33 0.001
C -1.66 4.11 0.64 0.000
C -1.60 5.15 1.54 0.000
C -2.88 5.47 2.07 0.000
C -3.86 4.66 1.57 0.000
S -3.24 3.51 0.47 -0.001
H 0.37 1.50 1.55 -0.001
H 2.68 1.80 2.81 0.000
H 3.88 4.01 2.07 0.000
H 0.23 3.03 -2.88 -0.001
H 0.66 5.05 -4.56 0.000
H 0.15 7.35 -3.40 0.000
H -0.68 5.65 1.81 0.000
H -3.05 6.25 2.80 0.000
H -4.91 4.65 1.82 0.000
Cl -2.17 1.19 3.34 0.000
C -1.55 2.74 3.89 0.000
Cl -1.18 2.75 5.64 0.000
H -2.29 3.50 3.70 0.000
H -0.63 2.95 3.36 0.000
```

---

The following is a DFT calculation (wB97M-V/def2-TZVPD) of an isolated ion of composition C3H2FO3 and charge -1 in a non-equilibrium geometry.

**Spin multiplicity**: 1
**E_tot**: -12003.3013 eV
**Structure (SMILES)**: O=C([O-])[C@@]1(F)CO1
**Net charge**: -1
**LUMO**: 3.97 eV
**Frontier orbital gap**: 0.298 Ha
**HOMO**: -4.1 eV
**Energy above the lowest of the compared OMol25 structures with the same formula, charge and spin**: 216.0 kJ/mol

```
9
Properties=species:S:1:pos:R:3:mulliken_charge:R:1
O 1.44 -1.63 0.72 -0.680
C 1.36 -0.67 -0.02 0.292
O 2.17 -0.43 -0.91 -0.696
C 0.12 0.27 0.16 0.945
F 0.56 1.67 0.15 -0.331
C -1.31 0.23 -0.18 -0.657
O -0.81 0.09 1.14 -0.407
H -1.71 1.09 -0.48 0.293
H -1.81 -0.62 -0.59 0.241
```